{
  "formula": "C44H55BF5N3O6P3",
  "method": "ωB97M-V/def2-TZVPD",
  "charge": 1,
  "gap_ev": 5.41,
  "e_homo_ev": -10.6717,
  "largest_force_ha_per_bohr": 0.07687,
  "symbols": ["C", "C", "C", "C", "C", "O", "O", "P", "P", "O", "O", "O", "C", "B", "O", "N", "C", "C", "C", "C", "F", "F", "C", "F", "F", "F", "N", "C", "C", "C", "C", "C", "C", "C", "C", "C", "P", "N", "H", "H", "H", "H", "H", "H", "H", "H", "H", "H", "H", "H", "H", "H", "H", "H", "H", "H", "H", "H", "H", "H", "H", "H", "H", "H", "H", "H", "H", "H", "H", "C", "C", "C", "C", "C", "C", "H", "H", "H", "H", "H", "H", "C", "C", "C", "C", "C", "C", "H", "H", "H", "H", "H", "H", "C", "C", "C", "C", "C", "C", "H", "H", "H", "H", "H", "H", "C", "C", "C", "C", "C", "C", "H", "H", "H", "H", "H", "H"],
  "coordinates": [[-3.67797, 3.97865, -1.92100], [-3.07522, 2.98809, -1.53833], [-2.29617, 1.83757, -0.89830], [-2.23357, 0.55593, -1.64578], [-2.92818, 0.45671, -3.03961], [-3.92133, -0.17581, -3.29711], [-2.33761, 1.23905, -4.06051], [-2.47719, 0.52254, -5.61408], [-0.45017, 0.24454, -6.38173], [-0.28596, -1.04194, -7.15733], [0.57456, 0.26100, -5.03670], [0.03485, 1.47497, -7.45034], [-1.44390, -0.57854, -0.99668], [-1.43541, -1.92429, -1.92748], [-1.99072, -3.17338, -1.54708], [-0.84779, -1.82108, -3.30217], [0.40033, -2.62862, -3.44436], [-1.85674, -2.53260, -4.19752], [-0.79553, -0.41360, 0.36365], [-0.00122, -1.64442, 0.89724], [-0.76253, -2.83268, 0.95733], [0.54326, -1.59249, 2.17754], [1.31916, -1.93202, -0.01928], [1.54918, -0.93738, -0.94724], [2.47403, -1.99840, 0.76411], [1.19211, -3.20022, -0.57677], [-0.94313, 0.83324, 1.03981], [-0.37272, 1.04007, 2.39425], [1.21902, 1.24849, 2.40317], [1.68599, 1.54831, 3.89273], [2.48701, 2.94350, 4.00744], [4.05903, 2.65344, 4.00773], [4.65222, 2.50247, 5.49020], [4.98979, 0.97500, 5.88387], [3.94759, 0.40674, 6.96221], [-1.62239, 1.93023, 0.46641], [-1.81296, 3.65403, 1.21637], [-1.17980, 4.71132, 0.19569], [-4.39910, 4.81383, -2.13610], [-3.20346, 1.48524, -6.40612], [1.30324, 0.86440, -5.30720], [0.74392, 1.02545, -7.97232], [-1.25103, -3.79958, -1.40935], [1.33266, -2.03058, -3.23073], [0.46628, -2.93796, -4.53889], [0.36432, -3.61390, -2.86434], [-1.56679, -3.63793, -4.21521], [-1.80091, -2.17505, -5.26552], [-2.91778, -2.43587, -3.83017], [-0.78350, 1.90655, 2.98046], [-0.69533, 0.14162, 3.02108], [1.78211, 0.42652, 1.87819], [1.40114, 2.19632, 1.79179], [0.73467, 1.71456, 4.50803], [2.26234, 0.71832, 4.38956], [2.15240, 3.67764, 3.21061], [2.24886, 3.41777, 5.01320], [4.62518, 3.45014, 3.42666], [4.18856, 1.62745, 3.52489], [5.58407, 3.13119, 5.59111], [3.93101, 2.87529, 6.29181], [4.93092, 0.27776, 4.99474], [6.06538, 0.91672, 6.25568], [3.68424, 1.18390, 7.73897], [2.96925, 0.07081, 6.49621], [4.47447, -0.44237, 7.50831], [-1.13263, 3.84766, 2.44882], [-3.23226, 3.85775, 1.38671], [-1.92415, 5.34909, -0.11306], [5.38981, 2.81597, -1.80681], [4.23509, 2.21956, -1.31389], [3.66411, 1.14611, -1.98814], [4.25394, 0.66262, -3.15099], [5.41083, 1.25684, -3.64176], [5.97652, 2.33608, -2.97238], [5.83309, 3.65519, -1.28275], [3.77892, 2.59267, -0.40294], [2.76052, 0.68568, -1.60767], [3.81130, -0.17819, -3.67462], [5.87182, 0.87881, -4.54758], [6.87553, 2.80259, -3.35830], [-8.47409, -0.77240, -5.21534], [-8.68936, -0.58807, -6.57649], [-7.65289, -0.14880, -7.39181], [-6.39755, 0.09710, -6.84715], [-6.18113, -0.09072, -5.48644], [-7.22017, -0.52129, -4.66976], [-9.28389, -1.11195, -4.57927], [-9.66664, -0.78643, -7.00218], [-7.82289, 0.00104, -8.45195], [-5.58734, 0.43521, -7.48464], [-5.20162, 0.09909, -5.06062], [-7.05244, -0.66259, -3.60767], [5.06736, 1.43703, 12.37570], [6.32055, 1.20547, 11.82046], [6.61259, 1.67049, 10.54339], [5.65384, 2.37593, 9.82504], [4.40175, 2.61067, 10.38182], [4.10669, 2.13780, 11.65523], [4.83891, 1.07133, 13.37044], [7.07048, 0.66115, 12.38357], [7.58790, 1.48403, 10.10802], [5.88322, 2.74307, 8.83035], [3.65424, 3.16266, 9.82176], [3.12845, 2.31634, 12.08707], [-4.16508, -5.33260, -3.10002], [-5.54506, -5.27223, -3.25809], [-6.22017, -6.31497, -3.88192], [-5.51611, -7.42335, -4.33941], [-4.13684, -7.48557, -4.17820], [-3.46053, -6.43871, -3.56255], [-3.63794, -4.51737, -2.61634], [-6.09511, -4.41065, -2.89521], [-7.29540, -6.26472, -4.01102], [-6.04319, -8.23878, -4.82165], [-3.58828, -8.35086, -4.53371], [-2.38350, -6.48534, -3.44193]],
  "forces_ev_per_angstrom": [[-0.57, -0.72, 0.58], [0.78, -0.29, 1.23], [0.28, -1.07, -0.31], [2.06, 0.85, 3.11], [-0.34, 0.24, -1.86], [1.45, 0.38, 1.66], [0.19, -0.76, 1.21], [-1.25, -0.79, 0.50], [3.16, -0.61, -1.94], [-0.99, 1.85, 1.72], [-1.06, 1.09, -2.27], [0.03, -1.65, 1.93], [-0.68, 2.06, 1.23], [0.42, -1.69, -1.10], [1.20, 1.91, 0.80], [-1.18, -0.75, 0.61], [0.85, -0.21, -1.09], [-0.04, -1.09, -0.43], [-2.61, 1.41, -2.62], [1.13, -1.90, 1.31], [0.92, 2.63, -0.69], [-1.26, 0.77, -1.52], [1.88, -1.17, 0.29], [-0.83, -2.10, 1.33], [-2.43, 0.35, -1.46], [0.14, 2.69, 0.43], [-1.06, 0.38, -2.07], [1.33, -1.16, 2.13], [-0.36, 0.76, -0.36], [-0.85, 1.29, 0.26], [0.42, -0.62, 0.67], [-0.32, -0.17, 0.23], [0.10, -0.56, 0.02], [-0.47, 0.26, 0.28], [0.91, 0.07, 0.18], [-0.89, -1.95, -1.87], [0.70, 2.84, -1.89], [-1.02, -0.91, 1.13], [1.41, -1.34, 0.06], [1.07, 0.14, 0.45], [-0.34, -0.34, 0.52], [-0.72, 0.45, 0.14], [-0.68, 0.00, -0.30], [-1.08, -0.71, 0.06], [0.04, 0.54, 1.37], [0.15, 1.25, -0.58], [-0.82, 1.27, 0.04], [0.12, -0.21, 1.24], [1.13, -0.04, -0.43], [-0.01, -0.78, -1.33], [0.66, 1.11, -0.92], [-0.67, 0.73, 0.73], [-0.20, -1.18, 0.65], [1.15, -0.50, -0.67], [-0.61, 0.80, -0.72], [0.44, -0.95, 0.77], [0.12, -0.54, -1.27], [-0.71, -1.10, 0.70], [0.13, 1.54, 0.21], [-0.96, -0.70, -0.18], [0.79, -0.27, -1.21], [0.19, 0.94, 0.75], [-1.51, 0.00, -0.23], [0.42, -0.78, -0.81], [1.26, 0.22, 0.46], [-1.08, 0.86, -0.67], [-0.50, -1.05, -0.09], [0.73, -0.82, 0.40], [0.54, -0.33, -0.18], [-0.01, -0.03, -0.01], [0.00, -0.02, -0.04], [0.04, 0.07, -0.02], [-0.03, 0.05, 0.02], [-0.01, 0.02, -0.01], [-0.05, -0.03, 0.04], [-0.03, -0.05, -0.04], [0.03, 0.00, -0.05], [0.17, 0.15, -0.08], [0.03, 0.02, 0.02], [-0.03, 0.03, 0.07], [-0.05, -0.04, 0.03], [0.05, 0.01, -0.02], [0.03, 0.02, 0.02], [0.03, -0.01, 0.01], [-0.09, -0.02, 0.09], [0.00, 0.09, -0.12], [-0.01, 0.01, -0.04], [0.05, 0.02, -0.05], [0.07, 0.02, 0.03], [0.01, -0.02, 0.06], [-0.05, -0.03, 0.00], [-0.26, -0.09, -0.10], [0.01, 0.00, -0.05], [0.00, 0.02, -0.05], [-0.03, 0.00, -0.02], [-0.04, 0.02, 0.00], [-0.01, -0.03, 0.04], [0.03, -0.04, 0.00], [0.04, -0.01, -0.02], [0.02, 0.03, -0.06], [-0.05, 0.03, -0.04], [-0.05, 0.02, 0.04], [-0.01, -0.01, 0.05], [0.04, -0.02, 0.04], [0.06, 0.00, -0.02], [-0.01, 0.00, -0.01], [0.02, -0.04, -0.03], [0.05, -0.01, 0.01], [0.02, 0.06, 0.03], [0.01, 0.00, -0.01], [-0.10, 0.03, 0.00], [-0.07, -0.09, -0.03], [0.03, -0.05, -0.04], [0.06, -0.01, 0.01], [0.04, 0.05, 0.03], [-0.04, 0.06, 0.02], [-0.04, -0.02, -0.01]],
  "mulliken_charge": [0.007, -1.135, 0.674, -0.175, 0.226, -0.367, -0.286, 0.051, 0.843, -0.635, -0.411, -0.522, 1.021, -0.514, -0.430, 0.566, -0.776, -1.142, -0.533, 0.810, -0.292, -0.271, 0.650, -0.028, -0.271, -0.227, 0.493, -2.279, 0.805, -0.752, -0.824, -0.637, -0.474, -0.492, -0.896, 0.556, 0.208, -0.660, 0.424, 0.162, 0.339, 0.364, 0.398, -0.182, 0.439, 0.384, 0.354, 0.341, 0.371, 0.626, 0.232, 0.107, 0.227, 0.470, 0.116, 0.325, 0.422, 0.398, 0.237, 0.347, 0.226, 0.320, 0.341, 0.114, 0.274, 0.304, 0.140, 0.194, 0.270, -0.395, -0.610, 0.275, -0.442, -0.521, -0.466, 0.387, 0.406, 0.193, 0.456, 0.384, 0.371, -0.499, -0.443, -0.445, -0.321, 0.754, -0.493, 0.371, 0.367, 0.367, 0.298, -0.369, 0.382, -0.405, -0.352, -0.515, -0.150, -0.416, -0.388, 0.362, 0.361, 0.370, 0.402, 0.374, 0.362, 0.108, -0.639, -0.359, -0.439, -0.479, -0.468, 0.485, 0.376, 0.372, 0.364, 0.360, 0.342]
}